DFT (ωB97M-V/def2-TZVPD) results for a structure of composition C57H74BN9OP2SiTi.

Atoms and positions in Å:
Ti: 0.6391 0.7505 -0.5191
C: -0.1845 -4.5631 3.0259
C: -0.1653 -3.0347 3.0522
C: -1.4235 -2.5177 2.3254
C: -0.2387 -2.5442 4.5070
P: 1.2976 -2.1857 2.2487
C: 1.2453 -2.7821 0.4887
N: 0.0713 -2.3928 -0.2782
B: -0.5932 -1.1001 -0.4653
N: -1.8604 -1.4657 -1.0894
C: -2.9414 -0.6138 -1.5734
P: -3.9947 0.3180 -0.3531
C: -5.3853 -0.8425 0.0739
C: -4.7048 -2.0902 0.6572
C: -6.3142 -1.2535 -1.0653
C: -6.1969 -0.2050 1.2134
C: -4.5559 1.6881 -1.5118
C: -3.3700 2.6661 -1.5662
C: -5.7421 2.4406 -0.8963
C: -4.9192 1.2695 -2.9408
C: -1.8982 -2.8416 -1.3300
C: -2.8302 -3.6198 -2.0076
C: -2.5821 -4.9766 -2.1698
C: -1.4118 -5.5484 -1.6805
C: -0.4644 -4.7700 -1.0252
C: -0.7151 -3.4108 -0.8528
C: 2.9042 -3.0497 2.7307
C: 3.0229 -3.1152 4.2562
C: 3.1418 -4.4473 2.1409
C: 4.0231 -2.1324 2.2247
H: -1.1411 -4.9143 3.4280
H: 0.6031 -5.0003 3.6408
H: -0.1039 -4.9615 2.0115
H: -2.2943 -2.6970 2.9645
H: -1.5958 -3.0335 1.3793
H: -1.3789 -1.4420 2.1215
H: -1.2085 -2.8273 4.9273
H: -0.1556 -1.4532 4.5699
H: 0.5309 -2.9803 5.1420
H: 1.2786 -3.8623 0.5125
H: 2.1748 -2.4633 0.0091
H: -3.5701 -1.2037 -2.2379
H: -2.5193 0.1708 -2.1966
H: -4.2582 -2.7185 -0.1118
H: -5.4538 -2.6917 1.1820
H: -3.9203 -1.8319 1.3774
H: -5.7666 -1.6405 -1.9286
H: -6.9451 -0.4299 -1.4001
H: -6.9780 -2.0515 -0.7168
H: -5.5554 0.0328 2.0653
H: -6.9553 -0.9172 1.5539
H: -6.7117 0.7061 0.9140
H: -3.2333 3.1657 -0.6027
H: -3.5670 3.4394 -2.3167
H: -2.4182 2.1954 -1.8250
H: -5.5581 2.7063 0.1478
H: -6.6662 1.8630 -0.9468
H: -5.9081 3.3691 -1.4523
H: -4.0901 0.7849 -3.4586
H: -5.7763 0.5993 -2.9753
H: -5.1800 2.1642 -3.5169
H: -3.7362 -3.1925 -2.4169
H: -3.3050 -5.5912 -2.6910
H: -1.2282 -6.6059 -1.8197
H: 0.4505 -5.2324 -0.6801
H: 4.0658 -3.3114 4.5245
H: 2.7270 -2.1772 4.7323
H: 2.4208 -3.9184 4.6818
H: 2.3051 -5.1277 2.2885
H: 4.0153 -4.8931 2.6283
H: 3.3623 -4.4054 1.0721
H: 4.9963 -2.5902 2.4349
H: 3.9917 -1.1583 2.7196
H: 3.9621 -1.9780 1.1455
C: 3.9792 -1.1799 -3.5884
C: 2.7934 -0.5942 -3.1649
N: 2.6882 -0.0091 -1.9804
C: 3.7948 0.0444 -1.2490
C: 4.9702 -0.5693 -1.6576
N: 5.0660 -1.1926 -2.8279
C: 3.6902 0.7622 0.0377
C: 4.7975 1.2829 0.6665
C: 4.6713 1.8621 1.9258
C: 3.4143 1.8575 2.4953
C: 2.3342 1.3555 1.7899
N: 2.4485 0.8441 0.5518
C: 0.9782 1.3044 2.3336
C: 0.6891 1.4063 3.6856
N: -0.5416 1.2915 4.1623
C: -1.4949 1.0879 3.2544
C: -1.2301 0.9762 1.9051
N: 0.0220 1.0581 1.4339
C: 5.8409 2.4317 2.6387
C: 6.8227 3.1349 1.9549
C: 7.8999 3.6387 2.6680
N: 8.0520 3.4777 3.9823
C: 7.1048 2.8010 4.6304
C: 5.9866 2.2661 4.0088
H: 4.0385 -1.6597 -4.5581
H: 1.9233 -0.5963 -3.8016
H: 5.8454 -0.5774 -1.0192
H: 5.7662 1.2245 0.1903
H: 3.2553 2.2904 3.4731
H: 1.4887 1.5434 4.4043
H: -2.5145 1.0003 3.6104
H: -2.0253 0.7717 1.2017
H: 6.7425 3.3214 0.8911
H: 8.6728 4.2035 2.1593
H: 7.2449 2.6780 5.6987
H: 5.2606 1.7082 4.5881
C: -1.0572 3.9960 1.6787
Si: -0.0324 4.1561 0.1397
C: 1.6391 4.7900 0.7105
C: -0.9782 5.3973 -0.8942
N: 0.2144 2.6901 -0.8169
C: 0.7446 2.9201 -2.1109
C: 1.3698 4.1069 -2.5441
C: 1.8500 4.2577 -3.8324
C: 1.7421 3.2247 -4.7562
C: 1.1418 2.0406 -4.3679
C: 0.6593 1.9145 -3.0778
O: 0.0546 0.7094 -2.6273
C: -0.6641 -0.0330 -3.5982
C: -1.5668 0.6351 -4.4072
C: -2.3010 -0.0938 -5.3288
C: -2.1473 -1.4740 -5.4153
C: -1.2646 -2.1230 -4.5657
C: -0.5123 -1.3985 -3.6471
H: -1.2269 5.0375 1.9774
H: -0.5617 3.4968 2.5156
H: -2.0387 3.5430 1.5160
H: 1.7123 5.8786 0.6183
H: 2.4615 4.3526 0.1372
H: 1.7930 4.5472 1.7672
H: -0.5038 6.3843 -0.8879
H: -1.9811 5.5150 -0.4740
H: -1.0835 5.0901 -1.9360
H: 1.4874 4.9319 -1.8562
H: 2.3137 5.1941 -4.1160
H: 2.1159 3.3366 -5.7655
H: 1.0379 1.2260 -5.0723
H: -1.6826 1.7092 -4.3242
H: -3.0040 0.4203 -5.9728
H: -2.7285 -2.0415 -6.1305
H: -1.1678 -3.2016 -4.5907
H: 0.1306 -1.9074 -2.9399

Spin multiplicity: 2
Kohn-Sham gap (alpha / beta), eV: 5.7857 / 6.0105
<S²>: 0.760
LUMO (alpha / beta), eV: -3.7 / -3.8
Total charge: +1
Maximum force, eV/A: 1.6

DFT (ωB97M-V/def2-TZVPD) results for the molecule C2H6N2O.

Atoms and positions in Å:
N: -1.7550 0.7530 -0.0707
N: -0.5125 0.6373 0.6069
C: 0.6748 0.0968 -0.1857
C: 1.8954 -0.3167 0.5745
O: 1.7355 0.8912 -0.2826
H: -1.7934 1.0233 -1.0757
H: -2.0393 -0.3021 -0.2615
H: -0.2766 1.6101 0.7086
H: 0.2902 -0.2446 -1.1994
H: 2.1734 -0.0858 1.5476
H: 2.4940 -1.1476 0.0656

Kohn-Sham gap, eV: 10.2184
LUMO, eV: 1.1
Total charge: 0
Maximum force, eV/A: 5.1
ΔE to the lowest compared entry with this formula, charge and spin, kcal per mole: 98.2

DFT (ωB97M-V/def2-TZVPD) results for a cluster of 9 separate species, C13H44O9 in total.

Atoms and positions in Å:
C: 4.8006 0.9176 -2.9643
C: 4.0236 1.7806 -2.0153
O: 2.7316 1.2366 -1.8803
H: 4.2436 0.7136 -3.8773
H: 5.1206 -0.0604 -2.5893
H: 5.7736 1.4186 -3.1853
H: 3.9236 2.7466 -2.4993
H: 4.5416 1.9316 -1.1303
H: 2.1816 1.8976 -1.4993
C: 2.6626 1.0186 3.0007
C: 2.3216 0.8306 1.5647
O: 3.4516 0.5666 0.7037
H: 3.3446 1.8656 3.1307
H: 3.2666 0.1876 3.3387
H: 1.8296 1.1366 3.7007
H: 1.8706 1.7646 1.1637
H: 1.5706 0.0656 1.5677
H: 3.2716 0.7946 -0.2333
C: -3.3264 -2.6464 -1.8473
C: -2.1794 -3.2944 -2.7283
O: -1.0084 -2.6124 -2.3473
H: -3.2064 -2.9074 -0.8333
H: -4.3054 -3.0634 -2.2303
H: -3.2534 -1.5744 -1.9333
H: -2.2844 -2.9984 -3.7743
H: -2.0634 -4.3824 -2.6493
H: -0.3244 -3.2524 -2.1303
C: -0.9434 1.1616 -2.0633
C: -0.2864 0.3916 -0.8303
O: -1.1724 -0.6274 -0.5143
H: -1.2724 0.4076 -2.8783
H: -0.3194 1.9786 -2.5113
H: -1.8634 1.5746 -1.7653
H: -0.0844 1.0616 -0.0613
H: 0.6626 -0.0644 -1.0723
H: -1.2644 -1.2474 -1.2463
C: 0.5006 4.2046 -0.0873
O: 1.6686 3.8726 -0.8053
H: -0.1704 4.7236 -0.8143
H: 0.6226 4.9606 0.6967
H: -0.1424 3.3796 0.3007
H: 2.4456 4.2836 -0.4753
C: -4.1434 0.5586 1.2787
O: -4.2264 0.9256 2.6717
H: -3.1924 0.7026 0.8087
H: -4.9254 1.0756 0.6537
H: -4.2324 -0.5274 1.2807
H: -4.7084 0.2946 3.1647
C: -0.9564 0.9306 3.0007
O: -0.7974 2.3506 3.1517
H: -1.9444 0.6986 3.3037
H: -0.2754 0.3516 3.5477
H: -0.9954 0.8286 1.9237
H: -1.5574 2.7546 2.7527
C: 1.4646 -3.0444 -0.5203
O: 1.0136 -4.1394 -1.1983
H: 2.4706 -3.3364 -0.1623
H: 0.8146 -2.7494 0.2907
H: 1.5226 -2.2254 -1.2303
H: 1.2066 -4.8864 -0.5943
C: -2.3264 -2.5204 2.0277
O: -2.7514 -2.4284 3.3337
H: -3.0814 -2.9584 1.4257
H: -1.5004 -3.1174 2.0087
H: -2.2094 -1.5564 1.5227
H: -2.0304 -2.1244 3.8647

Kohn-Sham gap, eV: 10.1800
LUMO, eV: 0.5
Total charge: 0
Maximum force, eV/A: 4.1
ΔE to the lowest compared entry with this formula, charge and spin, kcal per mole: 106.0